[1]
This record from OMol25 describes an isolated molecule of C6H9N. The level of theory is wB97M-V/def2-TZVPD.

The geometry in XYZ format:
```
16
C6H9N wB97M-V/def2-TZVPD
C 0.370 1.739 1.898
C 0.282 0.736 0.789
C 1.437 -0.023 0.269
C 0.988 -0.732 -0.774
C -0.455 -0.365 -0.975
C -1.441 -1.492 -1.257
N -0.806 0.505 0.141
H -0.623 1.955 2.297
H 1.027 1.404 2.706
H 0.789 2.673 1.507
H 2.445 0.017 0.666
H 1.548 -1.411 -1.408
H -2.436 -1.076 -1.435
H -1.134 -2.041 -2.154
H -1.507 -2.202 -0.429
H -0.483 0.313 -1.842
```

Properties
Max |F| (eV/A): 0.330
E (a.u.): -288.75727
Relative energy (zero: lowest compared OMol25 entry of this formula, charge and spin) (kJ/mol): 65.0
SMILES: CC1=N[C@H](C)C=C1
2S+1: 1
Frontier orbital gap (eV): 10.399
HOMO level (eV): -9.43

Mulliken charges in e:
1. C -1.0790
2. C 0.5497
3. C -0.4189
4. C -0.6734
5. C 0.7015
6. C -1.2952
7. N -0.6116
8. H 0.3141
9. H 0.3254
10. H 0.2592
11. H 0.3969
12. H 0.3932
13. H 0.3184
14. H 0.3402
15. H 0.3194
16. H 0.1603

[2]
This record from OMol25 describes a structure of composition C6H8N at a distorted geometry. The level of theory is wB97M-V/def2-TZVPD.

The geometry in XYZ format:
```
15
C6H8N wB97M-V/def2-TZVPD
C 2.053 -0.357 0.110
C 1.602 0.833 -0.286
C -1.639 -0.330 0.053
C 0.694 -0.757 0.616
C -0.326 -0.947 -0.478
C 0.275 0.587 0.225
N -1.089 1.111 0.104
H 2.913 -0.952 -0.109
H 2.049 1.678 -0.799
H -2.517 -0.508 -0.625
H -1.816 -0.672 1.157
H 0.556 -1.517 1.409
H -0.211 -1.241 -1.507
H -1.226 1.528 -0.829
H -1.317 1.545 0.957
```

Properties
Max |F| (eV/A): 3.987
E (a.u.): -287.72177
Relative energy (zero: lowest compared OMol25 entry of this formula, charge and spin) (kJ/mol): 615.6
Total charge: +1
2S+1: 1
Frontier orbital gap (eV): 8.615
HOMO level (eV): -12.88

Mulliken charges in e:
1. C -0.6093
2. C -0.5843
3. C -0.4578
4. C -0.0567
5. C -0.3331
6. C 0.0148
7. N 0.0040
8. H 0.4445
9. H 0.4346
10. H 0.3470
11. H 0.3000
12. H 0.4106
13. H 0.3528
14. H 0.3854
15. H 0.3476

[3]
This record from OMol25 describes an isolated molecule of C5H3NO2. The level of theory is wB97M-V/def2-TZVPD.

The geometry in XYZ format:
```
11
C5H3NO2 wB97M-V/def2-TZVPD
C -0.817 0.055 -1.881
C -0.295 -0.151 -0.491
C -0.575 -1.443 0.184
C 0.408 0.831 0.089
C 0.979 0.776 1.403
H -1.357 -0.798 -2.332
H -1.201 -2.159 -0.395
H 0.556 1.761 -0.453
N 1.470 0.854 2.447
O -0.657 1.082 -2.496
O -0.153 -1.731 1.275
```

Properties
Max |F| (eV/A): 0.939
E (a.u.): -397.50370
Relative energy (zero: lowest compared OMol25 entry of this formula, charge and spin) (kJ/mol): 76.0
SMILES: N#CC=C(C=O)C=O
2S+1: 1
Frontier orbital gap (eV): 8.685
HOMO level (eV): -10.63

Mulliken charges in e:
1. C -0.1464
2. C 0.4702
3. C -0.1186
4. C -0.0621
5. C 0.1107
6. H 0.3078
7. H 0.2639
8. H 0.4348
9. N -0.3676
10. O -0.4599
11. O -0.4327